[1]
A gas-phase ion, C3H10NS2 (charge +1) in a non-equilibrium geometry, computed with ωB97M-V/def2-TZVPD.

## Properties
**Strongest force on any atom**: 1.9 eV/A
**Orbital gap**: 0.36597 Ha
**SMILES string**: C[C@@H]([NH3+])CSS
**Net charge**: +1

Last column: natural (NBO) charge in e.
Cartesian coordinates (Å):
C (-1.59479, 0.32864, -1.08671)  -0.641
C (-0.12495, 0.23580, -0.66744)  -0.065
N (0.09041, 1.21760, 0.45117)  -0.707
C (0.24176, -1.16512, -0.21421)  -0.560
S (2.05569, -1.38782, 0.04477)  0.150
S (2.43824, -0.54241, 1.77851)  -0.140
H (-1.87350, 1.32900, -1.41705)  0.235
H (-1.89415, -0.35707, -1.87674)  0.261
H (-2.27690, 0.12365, -0.25192)  0.221
H (0.46147, 0.55955, -1.52377)  0.239
H (0.60273, 0.85328, 1.27304)  0.454
H (0.73973, 1.96587, 0.22975)  0.447
H (-0.72784, 1.65553, 0.87708)  0.445
H (-0.36891, -1.37744, 0.66377)  0.234
H (-0.02657, -1.91139, -0.95997)  0.271
H (2.25759, -1.52767, 2.67972)  0.156

=====

[2]
2 unconnected molecules or ions with the total composition CH3NO4 in a non-equilibrium geometry, computed with ωB97M-V/def2-TZVPD.

## Properties
**Strongest force on any atom**: 3.2 eV/A
**Orbital gap**: 0.38117 Ha
**SMILES string**: O=C=NO.OO
**Net charge**: 0

Last column: natural (NBO) charge in e.
Cartesian coordinates (Å):
O (-0.88931, 1.11917, 1.23851)  -0.463
C (-0.19941, 0.84300, 0.34415)  0.888
N (0.78459, 0.55143, -0.37253)  -0.412
O (1.81608, 1.42798, -0.68593)  -0.522
H (2.53544, 1.24748, -0.06396)  0.473
O (-1.06744, -0.86217, -0.64636)  -0.483
O (-1.07120, -1.90031, 0.34571)  -0.452
H (-0.03556, -0.75324, -0.99670)  0.506
H (-1.87319, -1.67333, 0.83711)  0.465

=====

[3]
A molecular structure, C43H34CrN7O2S3 in a non-equilibrium geometry, computed with ωB97M-V/def2-TZVPD.

## Properties
**<S²>**: 0.77
**Strongest force on any atom**: 1.5 eV/A
**Orbital gap (alpha / beta)**: 0.21828 / 0.24345 Ha
**2S+1**: 2
**Net charge**: +2

Last column: Löwdin charge in e.
Cartesian coordinates (Å):
Cr (-1.50311, 1.16239, -1.52131)  0.674
C (-1.57189, 0.85185, 7.35974)  -0.029
C (-1.58870, 0.65124, 5.87496)  -0.239
C (-2.78643, 0.42784, 5.19838)  -0.014
C (-2.79442, 0.22192, 3.82997)  -0.074
C (-1.59372, 0.23452, 3.12616)  -0.359
C (-0.38935, 0.47102, 3.77380)  -0.043
C (-0.40008, 0.67755, 5.13923)  -0.007
S (-1.79945, -0.15916, 1.40569)  1.102
O (-1.18096, 0.95574, 0.55621)  -0.586
C (-0.83031, -1.66008, 1.19425)  -0.292
C (-1.67571, -2.78896, 1.31685)  -0.087
C (-1.18674, -4.04305, 1.12187)  0.004
C (0.16111, -4.23081, 0.73616)  -0.142
C (0.68733, -5.52370, 0.51972)  -0.014
C (1.99367, -5.69559, 0.16087)  -0.043
C (2.82400, -4.57430, -0.02774)  -0.036
C (2.34562, -3.30967, 0.17461)  0.004
C (1.00788, -3.09920, 0.58848)  -0.093
C (0.49870, -1.78770, 0.87933)  -0.138
C (1.52380, -0.70851, 0.98522)  -0.147
C (2.36696, -0.72384, 2.13854)  -0.126
C (2.10761, -1.56903, 3.24538)  -0.020
C (2.94103, -1.56968, 4.32833)  -0.039
C (4.08900, -0.75302, 4.34834)  -0.041
C (4.36809, 0.06685, 3.29221)  -0.008
C (3.50962, 0.11873, 2.17106)  -0.136
C (3.78183, 0.96037, 1.06721)  0.017
C (2.94967, 0.99960, -0.00916)  -0.030
C (1.81748, 0.16014, -0.03924)  -0.250
S (0.68451, 0.18217, -1.43908)  0.965
O (1.12564, -0.68186, -2.53897)  -0.389
C (0.96285, 1.90359, -1.89326)  -0.422
C (1.70016, 2.22885, -3.02373)  -0.061
C (1.99239, 3.55394, -3.28009)  -0.003
C (1.52155, 4.57649, -2.44739)  -0.244
C (1.89301, 6.00540, -2.70721)  -0.025
C (0.74067, 4.23256, -1.34729)  0.001
C (0.47335, 2.90063, -1.04468)  -0.101
H (-2.57634, 0.99568, 7.75133)  0.084
H (-0.96362, 1.71414, 7.63220)  0.092
H (-1.13819, -0.02137, 7.85107)  0.097
H (-3.72058, 0.41850, 5.74461)  0.124
H (-3.72858, 0.05380, 3.30720)  0.111
H (0.54095, 0.50854, 3.22317)  0.104
H (0.53669, 0.86235, 5.65117)  0.127
H (-2.71177, -2.63095, 1.59654)  0.111
H (-1.82642, -4.90661, 1.25565)  0.128
H (0.03290, -6.37749, 0.64564)  0.122
H (2.39023, -6.69071, 0.01257)  0.117
H (3.85118, -4.71926, -0.33426)  0.117
H (2.99436, -2.46243, 0.00016)  0.125
H (1.24243, -2.21925, 3.22906)  0.128
H (2.72892, -2.21450, 5.17096)  0.118
H (4.75146, -0.78454, 5.20281)  0.118
H (5.25739, 0.68489, 3.29646)  0.124
H (4.67254, 1.57559, 1.08369)  0.130
H (3.18055, 1.63751, -0.85006)  0.119
H (2.06408, 1.43335, -3.66483)  0.130
H (2.60634, 3.80375, -4.13689)  0.134
H (1.72786, 6.27848, -3.74958)  0.092
H (2.95434, 6.15602, -2.50044)  0.100
H (1.32754, 6.68547, -2.07385)  0.086
H (0.38174, 5.01251, -0.68744)  0.131
H (0.02248, 2.65944, -0.08570)  0.107
N (-1.12400, 3.17651, -4.22427)  0.225
C (-1.11540, 1.87437, -4.51913)  -0.408
N (-0.83423, 1.50746, -5.75252)  0.205
C (-0.88550, 0.19880, -6.01753)  -0.394
N (-0.56645, -0.22297, -7.22854)  0.219
N (-1.29546, -0.73681, -5.12045)  0.221
C (-1.54579, -0.28826, -3.93200)  -0.281
N (-1.40221, 0.99230, -3.51936)  0.054
C (-2.22785, -1.14140, -2.95072)  -0.170
C (-2.63974, -2.42729, -3.24504)  0.046
C (-3.53313, -3.04902, -2.38940)  0.007
C (-4.03256, -2.32394, -1.31670)  -0.010
C (-3.54088, -1.05639, -1.06881)  -0.102
N (-2.59621, -0.48946, -1.82725)  0.019
H (-1.03304, 3.81741, -4.99557)  0.135
H (-1.52334, 3.49705, -3.35775)  0.099
H (-0.28527, 0.43377, -7.93691)  0.131
H (-0.63670, -1.20145, -7.44826)  0.129
H (-2.27810, -2.88773, -4.15294)  0.131
H (-3.87743, -4.05506, -2.58550)  0.130
H (-4.80516, -2.73187, -0.68045)  0.128
H (-3.92522, -0.45876, -0.25983)  0.110
S (-4.94819, 4.05912, -0.71760)  0.802
C (-3.79748, 3.07607, -1.11650)  -0.870
N (-2.91580, 2.31942, -1.42165)  -0.059

=====

[4]
C2H2FIS in the gas phase in a non-equilibrium geometry, computed with ωB97M-V/def2-TZVPD.

## Properties
**Strongest force on any atom**: 3.3 eV/A
**Orbital gap (alpha / beta)**: 0.19976 / 0.20255 Ha
**SMILES string**: C=C(F)SI
**Net charge**: 0

Last column: natural (NBO) charge in e.
Cartesian coordinates (Å):
C (1.42487, 0.09172, -0.03634)  -0.509
C (0.07939, -0.20569, 0.02274)  0.192
F (-0.15588, -1.52880, 0.06949)  -0.330
S (-1.32039, 0.85415, 0.01163)  0.136
I (-4.16389, 0.27839, -0.06403)  0.060
H (1.91281, 1.11594, -0.04544)  0.220
H (2.22308, -0.60571, 0.04196)  0.230

=====

Question: Which value of strongest force on any atom does entry 1 give?
Answer: 1.9 eV/A

=====

Question: What is the formula in the fourth record?
Answer: C2H2FIS